Record 1
Entry from the OMol25 dataset: the molecule C5H7F3 at a distorted geometry (ωB97M-V/def2-TZVPD).

Last column: natural (NBO) charge in e.
Element x y z (Å)
C1 -1.56 0.47 1.99  0.1983
C2 -0.53 -0.19 -0.11  0.0956
C3 -1.69 -0.46 0.83  0.5334
C4 -0.58 1.01 -0.96  -0.6746
C5 0.53 -1.33 -0.15  -0.6663
F1 -1.58 1.72 1.71  -0.3119
F2 -1.65 -1.72 1.23  -0.3219
F3 -2.99 -0.36 0.26  -0.3700
H1 -0.74 0.29 2.64  0.1409
H2 0.46 1.56 -0.85  0.2142
H3 -1.32 1.67 -0.63  0.2404
H4 -0.69 0.63 -1.94  0.2357
H5 0.61 -1.51 -1.25  0.2237
H6 0.22 -2.19 0.43  0.2444
H7 1.47 -1.06 0.25  0.2180

Output
LUMO level (spin up / spin down) ... 0.0008 / 0.0092 hartree
Highest occupied orbital energy (spin up / spin down) ... -8.2 / -8.8 eV
Orbital gap (spin up / spin down) ... 8.216 / 9.097 eV
Electronic energy ... -13447.2088 eV
Max |F| ... 4.132 eV/A
Net charge ... 0
Energy above the lowest of the compared OMol25 structures with the same formula, charge and spin ... 69.78 kcal per mole

---

Record 2
Entry from the OMol25 dataset: a structure of composition C4H4S2 at a distorted geometry (ωB97M-V/def2-TZVPD).

Last column: natural (NBO) charge in e.
Element x y z (Å)
C1 0.64 -1.01 -1.18  -0.3979
C2 -0.26 -0.35 -0.42  -0.1848
C3 0.41 1.14 1.51  -0.3563
C4 -0.44 0.63 0.65  -0.2249
S1 -0.40 -1.83 -2.33  0.1785
S2 -1.75 -0.60 -1.42  0.1379
H1 1.62 -1.59 -1.11  0.2455
H2 0.20 1.78 2.35  0.2108
H3 1.45 1.09 1.24  0.1922
H4 -1.48 0.73 0.71  0.1991

Output
LUMO level ... 0.0100 hartree
Highest occupied orbital energy ... -8.5 eV
Orbital gap ... 8.751 eV
Electronic energy ... -25880.8403 eV
Max |F| ... 3.383 eV/A
Net charge ... 0
Energy above the lowest of the compared OMol25 structures with the same formula, charge and spin ... 43.39 kcal per mole

---

Record 3
Entry from the OMol25 dataset: a cluster of 10 separate species, C34H68O19S3 in total at a distorted geometry (ωB97M-V/def2-TZVPD).

Last column: Löwdin charge in e.
Element x y z (Å)
O1 -3.71 -13.97 -4.77  -0.2593
S1 -2.77 -13.97 -5.92  0.8076
O2 -2.52 -15.28 -6.54  -0.2594
O3 -3.25 -12.78 -6.99  -0.2319
C1 -2.30 -12.03 -7.68  -0.1727
C2 -1.05 -12.43 -6.88  -0.2168
O4 -1.31 -13.08 -5.64  -0.1866
H1 -2.23 -12.39 -8.71  0.1308
H2 -2.59 -10.99 -7.57  0.1314
H3 -0.49 -11.55 -6.56  0.1288
H4 -0.43 -12.96 -7.60  0.1252
O5 -12.19 -4.20 -14.29  -0.2635
S2 -12.39 -2.74 -14.46  0.7114
O6 -13.48 -2.14 -13.71  -0.2483
O7 -11.11 -1.80 -14.37  -0.2050
C3 -10.69 -1.20 -15.59  -0.1496
C4 -11.89 -1.32 -16.49  -0.2024
O8 -12.61 -2.43 -16.07  -0.1968
H5 -10.54 -0.17 -15.26  0.1344
H6 -9.73 -1.62 -15.90  0.1361
H7 -11.60 -1.64 -17.50  0.1413
H8 -12.47 -0.41 -16.41  0.1368
O9 -11.46 -13.17 -3.81  -0.2724
S3 -12.60 -12.75 -4.66  0.8206
O10 -13.22 -13.83 -5.51  -0.2774
O11 -13.59 -11.61 -3.85  -0.2296
C5 -13.53 -10.26 -4.33  -0.1429
C6 -12.15 -10.25 -5.16  -0.1581
O12 -11.97 -11.57 -5.67  -0.2322
H9 -14.36 -9.91 -4.95  0.1204
H10 -13.40 -9.57 -3.50  0.1225
H11 -11.35 -9.82 -4.56  0.1230
H12 -12.22 -9.71 -6.11  0.1255
C7 -15.18 -12.72 -12.24  -0.1984
C8 -15.82 -11.44 -11.77  -0.1785
C9 -14.74 -10.75 -11.01  -0.1689
O13 -13.57 -11.60 -11.22  -0.1633
C10 -13.99 -12.95 -11.38  -0.2199
H13 -14.91 -12.78 -13.30  0.1154
H14 -15.71 -13.66 -12.05  0.1098
H15 -16.81 -11.60 -11.33  0.1160
H16 -15.98 -10.84 -12.67  0.1074
H17 -15.00 -10.92 -9.96  0.1106
H18 -14.54 -9.69 -11.20  0.1245
H19 -14.24 -13.36 -10.40  0.1192
H20 -13.18 -13.54 -11.81  0.1263
C11 -0.37 -8.54 -12.38  -0.1496
C12 -1.01 -9.70 -13.16  -0.1541
C13 -0.16 -10.98 -12.92  -0.2068
O14 0.58 -10.70 -11.76  -0.1701
C14 0.73 -9.28 -11.57  -0.1830
H21 -1.17 -8.07 -11.80  0.1040
H22 0.24 -7.86 -12.97  0.1028
H23 -1.01 -9.46 -14.22  0.1054
H24 -2.00 -9.85 -12.73  0.1050
H25 0.52 -11.22 -13.73  0.1114
H26 -0.78 -11.85 -12.69  0.1131
H27 1.72 -9.13 -12.00  0.1115
H28 0.72 -9.06 -10.51  0.1107
C15 -3.45 -2.62 -12.47  -0.2052
C16 -4.27 -1.35 -12.39  -0.1893
C17 -4.38 -1.12 -13.91  -0.1846
O15 -4.76 -2.47 -14.37  -0.1429
C18 -3.99 -3.45 -13.63  -0.1758
H29 -3.37 -3.07 -11.48  0.1063
H30 -2.39 -2.38 -12.55  0.1071
H31 -3.85 -0.58 -11.75  0.1140
H32 -5.32 -1.44 -12.11  0.1098
H33 -3.40 -0.69 -14.12  0.1184
H34 -5.27 -0.49 -14.00  0.1162
H35 -3.11 -3.79 -14.17  0.1088
H36 -4.57 -4.32 -13.33  0.1173
C19 -14.38 -3.02 -6.52  -0.2137
C20 -13.10 -2.55 -7.04  -0.1956
C21 -12.24 -3.80 -7.18  -0.1744
O16 -12.94 -4.94 -6.57  -0.1482
C22 -14.06 -4.35 -5.83  -0.1709
H37 -15.22 -3.07 -7.21  0.1109
H38 -14.82 -2.25 -5.87  0.1109
H39 -12.74 -1.82 -6.31  0.1174
H40 -13.33 -2.16 -8.03  0.1178
H41 -11.28 -3.56 -6.71  0.1115
H42 -12.14 -4.08 -8.23  0.1154
H43 -13.73 -4.20 -4.80  0.1082
H44 -14.92 -5.01 -5.70  0.1107
C23 -9.91 -7.03 -18.10  -0.2034
C24 -11.20 -7.03 -18.85  -0.1549
C25 -10.78 -5.97 -19.86  -0.2101
O17 -9.54 -5.39 -19.54  -0.1201
C26 -9.32 -5.64 -18.21  -0.2432
H45 -9.38 -7.95 -18.36  0.1205
H46 -10.05 -7.05 -17.02  0.1096
H47 -11.97 -6.59 -18.22  0.1117
H48 -11.57 -7.97 -19.26  0.1163
H49 -11.49 -5.14 -19.87  0.1128
H50 -10.63 -6.24 -20.91  0.1223
H51 -9.78 -4.95 -17.51  0.1179
H52 -8.29 -5.79 -17.88  0.1261
C27 -4.36 -7.24 -4.56  -0.1982
C28 -4.23 -8.58 -3.97  -0.1836
C29 -5.73 -9.01 -3.92  -0.1732
O18 -6.53 -7.83 -3.81  -0.1138
C30 -5.80 -6.76 -4.33  -0.2138
H53 -4.15 -7.43 -5.61  0.1069
H54 -3.57 -6.56 -4.24  0.1123
H55 -3.72 -8.51 -3.01  0.1077
H56 -3.58 -9.27 -4.50  0.1061
H57 -6.04 -9.82 -3.25  0.1163
H58 -5.94 -9.62 -4.80  0.1065
H59 -5.67 -5.88 -3.70  0.1139
H60 -6.27 -6.47 -5.27  0.1156
C31 -9.12 -8.78 -10.66  -0.1494
C32 -8.28 -9.99 -10.03  -0.1610
C33 -6.92 -9.71 -10.58  -0.1830
O19 -6.81 -8.30 -11.09  -0.1567
C34 -8.13 -7.67 -11.02  -0.1981
H61 -9.93 -8.42 -10.03  0.1003
H62 -9.64 -9.09 -11.56  0.1002
H63 -8.68 -10.95 -10.36  0.1036
H64 -8.40 -10.09 -8.95  0.1000
H65 -6.80 -10.35 -11.46  0.1164
H66 -6.29 -9.90 -9.71  0.1100
H67 -8.45 -7.29 -11.98  0.1097
H68 -8.13 -6.89 -10.25  0.1083

Output
LUMO level ... 0.0035 hartree
Highest occupied orbital energy ... -9.4 eV
Orbital gap ... 9.528 eV
Electronic energy ... -107755.0783 eV
Max |F| ... 5.275 eV/A
SMILES ... O=S1(=O)OCCO1.O=S1(=O)OCCO1.O=S1(=O)OCCO1.C1CCOC1.C1CCOC1.C1CCOC1.C1CCOC1.C1CCOC1.C1CCOC1.C1CCOC1
Net charge ... 0
Energy above the lowest of the compared OMol25 structures with the same formula, charge and spin ... 51.14 kcal per mole

---

Record 4
Entry from the OMol25 dataset: a cluster of 5 separate species, CH11O4S in total at a distorted geometry (ωB97M-V/def2-TZVPD).

Last column: natural (NBO) charge in e.
Element x y z (Å)
C1 0.94 -0.22 -1.62  -0.7333
S1 -0.23 -0.33 -0.19  -0.7535
H1 1.90 -0.72 -1.53  0.1914
H2 0.39 -0.67 -2.46  0.1841
H3 1.08 0.81 -1.93  0.1790
H4 -0.87 -2.65 1.43  0.4817
H5 0.35 -3.11 0.73  0.4825
O1 -0.27 -3.41 1.41  -0.9699
H6 -0.87 2.89 0.04  0.4648
H7 0.09 1.97 0.74  0.4939
O2 -0.41 2.80 0.89  -0.9828
H8 -1.56 1.24 -1.93  0.4884
H9 -2.84 1.29 -1.18  0.4738
O3 -2.46 1.58 -2.03  -0.9726
H10 1.78 -0.17 1.30  0.4984
H11 2.74 0.05 2.47  0.4520
O4 2.72 -0.24 1.55  -0.9779

Output
LUMO level ... 0.1372 hartree
Highest occupied orbital energy ... -3.8 eV
Orbital gap ... 7.486 eV
Electronic energy ... -20242.6378 eV
Max |F| ... 1.314 eV/A
Net charge ... -1
Energy above the lowest of the compared OMol25 structures with the same formula, charge and spin ... 6.55 kcal per mole

---

Record 5
Entry from the OMol25 dataset: a structure of composition C22H12CdF11IN3O6S2 at a distorted geometry (ωB97M-V/def2-TZVPD).

Last column: natural (NBO) charge in e.
Element x y z (Å)
Cd1 -0.98 0.59 -0.25  1.6302
C1 -1.46 -0.06 4.83  -0.6475
C2 -0.18 -0.37 4.15  0.1792
N1 0.66 -1.16 4.79  -0.4266
C3 1.85 -1.47 4.30  -0.0601
C4 2.25 -0.99 3.05  -0.0254
C5 3.67 -1.43 2.72  -0.0867
O1 4.49 -0.41 2.21  -0.7374
C6 1.38 -0.18 2.26  -0.2603
C7 1.85 0.37 1.03  0.2109
N2 1.27 1.18 0.20  -0.6516
C8 1.92 1.99 -0.72  0.1023
C9 3.06 1.57 -1.39  -0.2253
C10 3.68 2.43 -2.22  -0.1970
C11 3.22 3.72 -2.50  -0.2302
C12 2.00 4.14 -2.00  -0.2281
C13 1.35 3.26 -1.08  -0.1615
I1 -0.31 3.95 -0.05  0.1942
C14 0.06 0.11 2.79  0.4120
O2 -0.94 0.75 2.26  -0.7596
H1 -1.58 -0.83 5.64  0.2185
H2 -1.50 0.99 5.14  0.2188
H3 -2.27 -0.19 4.17  0.2343
H4 2.51 -2.07 4.94  0.1764
H5 4.16 -1.82 3.63  0.1735
H6 3.70 -2.28 1.97  0.1778
H7 5.00 0.01 2.94  0.4737
H8 2.78 -0.13 0.86  0.1751
H9 3.53 0.65 -1.14  0.2191
H10 4.61 2.13 -2.71  0.2039
H11 3.68 4.33 -3.25  0.2089
H12 1.58 5.12 -2.11  0.2234
F1 -1.41 -0.83 -4.09  -0.2923
C15 -1.50 0.34 -4.67  0.7876
F2 -2.62 0.45 -5.41  -0.3039
F3 -0.41 0.56 -5.45  -0.3152
S1 -1.71 1.74 -3.34  2.2095
O3 -0.68 1.51 -2.29  -1.0252
O4 -1.74 2.97 -4.08  -0.8861
N3 -3.18 1.30 -2.79  -1.2882
S2 -4.11 1.52 -1.49  2.2154
O5 -5.19 2.46 -1.70  -0.8859
O6 -3.28 1.58 -0.26  -0.9816
C16 -4.90 -0.21 -1.56  0.7608
F4 -5.36 -0.40 -2.78  -0.3031
F5 -3.99 -1.15 -1.24  -0.3091
F6 -5.93 -0.23 -0.71  -0.3105
F7 -2.13 -1.66 1.80  -0.3189
C17 -1.53 -2.29 0.76  0.3703
C18 -0.87 -1.59 -0.19  -0.7127
C19 -0.14 -2.24 -1.18  0.3748
F8 0.50 -1.61 -2.21  -0.3358
C20 -0.08 -3.66 -1.22  0.2300
F9 0.59 -4.25 -2.24  -0.3095
C21 -0.83 -4.38 -0.29  0.2608
F10 -0.74 -5.73 -0.21  -0.3105
C22 -1.57 -3.69 0.73  0.2483
F11 -2.22 -4.40 1.68  -0.3041

Output
LUMO level (spin up / spin down) ... 0.0711 / 0.0711 hartree
Highest occupied orbital energy (spin up / spin down) ... -5.1 / -5.1 eV
Orbital gap (spin up / spin down) ... 7.032 / 7.031 eV
Electronic energy ... -103991.0459 eV
Max |F| ... 3.050 eV/A
Net charge ... -1
Energy above the lowest of the compared OMol25 structures with the same formula, charge and spin ... 2.74 kcal per mole

---

Which formula does entry 5 have? C22H12CdF11IN3O6S2